Record 1
Computed, not measured: a single C23H27N3O4 molecule, with ωB97M-V/def2-TZVPD.

Each atom is followed by the atoms it is bonded to, with distances in Å.
Cartesian coordinates (Å):
1 C -1.9907 3.7039 -2.9516  O2 1.404, H55 1.096, H56 1.089, H57 1.097
2 O -1.3164 2.5001 -2.6901  C1 1.404, C3 1.410
3 C -0.3267 2.5876 -1.6890  O2 1.410, C4 1.534, H53 1.093, H54 1.100
4 C -0.8906 2.6714 -0.2647  C3 1.534, H5 1.091, C6 1.531, H52 1.091
5 H -0.0528 2.6965 0.4333  C4 1.091
6 C -1.8003 1.4827 0.0590  C4 1.531, N7 1.445, H50 1.094, H51 1.092
7 N -1.0564 0.2482 0.1564  C6 1.445, C8 1.342, H49 1.011
8 C -0.7272 -0.3072 1.3332  N7 1.342, O9 1.215, C10 1.544
9 O -1.1385 0.0690 2.4126  C8 1.215
10 C 0.2685 -1.4776 1.1838  C8 1.544, N11 1.454, H30 1.095, C31 1.529
11 N 1.6138 -0.9259 1.1878  C10 1.454, C12 1.347, H29 1.008
12 C 2.1186 -0.2662 0.1274  N11 1.347, O13 1.211, O14 1.352
13 O 1.5820 -0.1747 -0.9541  C12 1.211
14 O 3.3322 0.2511 0.4235  C12 1.352, C15 1.424
15 C 3.9530 0.9958 -0.6188  O14 1.424, C16 1.508, H27 1.095, H28 1.095
16 C 3.4116 2.3980 -0.7373  C15 1.508, C17 1.388, C21 1.388
17 C 3.4358 3.0524 -1.9616  C16 1.388, C18 1.383, H26 1.080
18 C 2.9698 4.3504 -2.0685  C17 1.383, C19 1.385, H25 1.080
19 C 2.4652 5.0029 -0.9556  C18 1.385, C20 1.384, H24 1.080
20 C 2.4306 4.3518 0.2653  C19 1.384, C21 1.384, H23 1.080
21 C 2.9060 3.0568 0.3748  C16 1.388, C20 1.384, H22 1.080
22 H 2.8865 2.5500 1.3289  C21 1.080
23 H 2.0369 4.8545 1.1364  C20 1.080
24 H 2.0986 6.0154 -1.0402  C19 1.080
25 H 2.9955 4.8523 -3.0246  C18 1.080
26 H 3.8209 2.5425 -2.8323  C17 1.080
27 H 5.0145 1.0196 -0.3523  C15 1.095
28 H 3.8271 0.4657 -1.5690  C15 1.095
29 H 2.0795 -0.8236 2.0758  N11 1.008
30 H 0.1136 -1.9646 0.2154  C10 1.095
31 C 0.1000 -2.4834 2.3227  C10 1.529, C32 1.493, H47 1.092, H48 1.092
32 C -1.2030 -3.1981 2.1808  C31 1.493, C33 1.363, C40 1.429
33 C -2.3667 -2.9146 2.8321  C32 1.363, N34 1.368, H46 1.072
34 N -3.3590 -3.7564 2.4104  C33 1.368, C35 1.365, H45 1.005
35 C -2.8539 -4.6018 1.4656  N34 1.365, C36 1.389, C40 1.416
36 C -3.4619 -5.6230 0.7468  C35 1.389, C37 1.378, H44 1.080
37 C -2.6864 -6.3172 -0.1565  C36 1.378, C38 1.398, H43 1.080
38 C -1.3362 -6.0077 -0.3433  C37 1.398, C39 1.376, H42 1.080
39 C -0.7270 -4.9983 0.3670  C38 1.376, C40 1.395, H41 1.080
40 C -1.4866 -4.2771 1.2882  C32 1.429, C35 1.416, C39 1.395
41 H 0.3174 -4.7678 0.2157  C39 1.080
42 H -0.7652 -6.5770 -1.0622  C38 1.080
43 H -3.1272 -7.1169 -0.7334  C37 1.080
44 H -4.5055 -5.8621 0.8917  C36 1.080
45 H -4.3090 -3.7476 2.7395  N34 1.005
46 H -2.5545 -2.1570 3.5675  C33 1.072
47 H 0.1142 -1.9399 3.2692  C31 1.092
48 H 0.9272 -3.1959 2.2988  C31 1.092
49 H -0.5452 -0.0344 -0.6693  N7 1.011
50 H -2.5520 1.3773 -0.7282  C6 1.094
51 H -2.2933 1.6340 1.0219  C6 1.092
52 H -1.4589 3.5950 -0.1435  C4 1.091
53 H 0.2783 1.6845 -1.8004  C3 1.093
54 H 0.3202 3.4580 -1.8722  C3 1.100
55 H -2.6265 4.0142 -2.1145  C1 1.096
56 H -2.6171 3.5218 -3.8232  C1 1.089
57 H -1.2832 4.5123 -3.1751  C1 1.097

***

Record 2
Computed, not measured: a single C23H27N3O6S molecule, with ωB97M-V/def2-TZVPD.

Each atom is followed by the atoms it is bonded to, with distances in Å.
Cartesian coordinates (Å):
1 C -5.7928 -0.2755 1.4060  C2 1.526, H58 1.086, H59 1.087, H60 1.087
2 C -5.8445 0.8668 0.3948  C1 1.526, O3 1.414, H56 1.094, H57 1.097
3 O -4.8027 0.7985 -0.5580  C2 1.414, C4 1.362
4 C -3.5440 1.1895 -0.2167  O3 1.362, C5 1.390, C9 1.396
5 C -3.1580 1.7350 1.0019  C4 1.390, C6 1.384, H55 1.078
6 C -1.8397 2.0947 1.2216  C5 1.384, C7 1.392, H54 1.079
7 C -0.8642 1.9015 0.2481  C6 1.392, C8 1.395, N12 1.406
8 C -1.2596 1.3742 -0.9810  C7 1.395, C9 1.377, H11 1.074
9 C -2.5747 1.0352 -1.2090  C4 1.396, C8 1.377, H10 1.079
10 H -2.8827 0.6389 -2.1636  C9 1.079
11 H -0.5365 1.2671 -1.7681  C8 1.074
12 N 0.4824 2.2233 0.4924  C7 1.406, S13 1.677, C29 1.442
13 S 1.5633 2.8502 -0.6263  N12 1.677, O14 1.429, O15 1.434, C16 1.768
14 O 0.9165 2.9857 -1.8933  S13 1.429
15 O 2.1587 4.0133 -0.0362  S13 1.434
16 C 2.8214 1.6127 -0.7381  S13 1.768, C17 1.376, C20 1.426
17 C 4.0472 1.6055 -0.1138  C16 1.376, O18 1.333, C25 1.476
18 O 4.7217 0.5269 -0.5132  C17 1.333, N19 1.357
19 N 3.9761 -0.1811 -1.3993  O18 1.357, C20 1.304
20 C 2.8422 0.4436 -1.5538  C16 1.426, N19 1.304, C21 1.479
21 C 1.7908 -0.0475 -2.4714  C20 1.479, H22 1.088, H23 1.088, H24 1.086
22 H 1.3873 0.7879 -3.0399  C21 1.088
23 H 0.9868 -0.5088 -1.9009  C21 1.088
24 H 2.2168 -0.7898 -3.1405  C21 1.086
25 C 4.6663 2.5160 0.8685  C17 1.476, H26 1.092, H27 1.086, H28 1.087
26 H 4.4912 2.1194 1.8703  C25 1.092
27 H 4.2139 3.5002 0.7851  C25 1.086
28 H 5.7391 2.5664 0.7016  C25 1.087
29 C 1.0978 2.0156 1.7802  N12 1.442, C30 1.536, H52 1.092, H53 1.092
30 C 1.8240 0.6637 1.8561  C29 1.536, O31 1.214, N32 1.349
31 O 2.8679 0.5302 2.4611  C30 1.214
32 N 1.1622 -0.3082 1.1942  C30 1.349, C33 1.400, H51 1.014
33 C 1.5498 -1.6238 0.9140  N32 1.400, C34 1.384, C38 1.409
34 C 2.7624 -2.1688 1.2981  C33 1.384, C35 1.385, H50 1.077
35 C 3.0693 -3.4763 0.9585  C34 1.385, C36 1.380, H49 1.078
36 C 2.1652 -4.2357 0.2436  C35 1.380, C37 1.388, H48 1.079
37 C 0.9467 -3.6999 -0.1488  C36 1.388, C38 1.384, H47 1.078
38 C 0.6276 -2.3933 0.1767  C33 1.409, C37 1.384, O39 1.374
39 O -0.5369 -1.7397 -0.1476  C38 1.374, C40 1.415
40 C -1.5524 -2.4135 -0.8666  O39 1.415, C41 1.525, H45 1.094, H46 1.096
41 C -1.2786 -2.4737 -2.3658  C40 1.525, H42 1.087, H43 1.087, H44 1.086
42 H -1.2099 -1.4675 -2.7709  C41 1.087
43 H -0.3471 -2.9949 -2.5728  C41 1.087
44 H -2.0926 -2.9957 -2.8610  C41 1.086
45 H -2.4503 -1.8173 -0.6795  C40 1.094
46 H -1.7074 -3.4175 -0.4550  C40 1.096
47 H 0.2594 -4.3149 -0.7075  C37 1.078
48 H 2.3991 -5.2556 -0.0208  C36 1.079
49 H 4.0176 -3.8950 1.2552  C35 1.078
50 H 3.4559 -1.5654 1.8590  C34 1.077
51 H 0.2681 -0.0686 0.7803  N32 1.014
52 H 0.3610 2.0544 2.5847  C29 1.092
53 H 1.8258 2.8131 1.9453  C29 1.092
54 H -1.5844 2.5387 2.1715  C6 1.079
55 H -3.8707 1.9035 1.7936  C5 1.078
56 H -6.7594 0.7925 -0.1997  C2 1.094
57 H -5.8431 1.8390 0.9022  C2 1.097
58 H -6.6361 -0.2002 2.0868  C1 1.086
59 H -5.8427 -1.2295 0.8869  C1 1.087
60 H -4.8705 -0.2456 1.9810  C1 1.087

***

Record 3
Computed, not measured: 2 unconnected molecules or ions with the total composition C23H27N4O4, with ωB97M-V/def2-TZVPD.

Each atom is followed by the atoms it is bonded to, with distances in Å.
Cartesian coordinates (Å):
1 O -0.1373 -3.5543 4.0022  C5 1.221
2 O 1.5257 -0.5097 -6.0215  C6 1.228
3 O 1.7302 -2.2005 -1.3340  C7 1.220
4 O -1.1145 -2.2275 5.5332  C5 1.350, H32 0.969
5 C -0.6879 -2.5007 4.2823  O1 1.221, O4 1.350, C20 1.487
6 C 0.7675 -1.2141 -5.3599  O2 1.228, N25 1.335, C27 1.510
7 C 2.5183 -1.8226 -2.1849  O3 1.220, N24 1.336, C31 1.539
8 C 0.0776 2.3618 -3.5277  C9 1.368, N23 1.385, H33 1.085
9 C 1.2007 1.5828 -3.5928  C8 1.368, N26 1.383, C30 1.513
10 C 1.2266 2.9516 -5.3318  N23 1.350, N26 1.347, H34 1.088
11 C -2.7695 3.0155 6.9206  C13 1.396, C14 1.397, H35 1.086
12 C 0.1047 -0.5693 1.1314  C15 1.390, C16 1.394, H36 1.083
13 C -3.8499 2.1313 6.9372  C11 1.396, C17 1.399, H37 1.086
14 C -1.7175 2.8084 6.0253  C11 1.397, C18 1.400, H38 1.086
15 C -0.8835 0.4080 1.0965  C12 1.390, C19 1.393, H39 1.085
16 C 0.1259 -1.5043 2.1653  C12 1.394, C20 1.413, H40 1.088
17 C -3.8820 1.0495 6.0509  C13 1.399, C21 1.404, H41 1.086
18 C -1.7484 1.7228 5.1417  C14 1.400, C21 1.410, H42 1.085
19 C -1.8488 0.4415 2.1000  C15 1.393, C22 1.407, H43 1.087
20 C -0.8249 -1.4796 3.2099  C5 1.487, C16 1.413, C22 1.427
21 C -2.8415 0.8326 5.1336  C17 1.404, C18 1.410, C28 1.521
22 C -1.8407 -0.4780 3.1647  C19 1.407, C20 1.427, C28 1.522
23 N 0.1104 3.2142 -4.6193  C8 1.385, C10 1.350, H44 1.017
24 N 3.7935 -2.2173 -2.1340  C7 1.336, C29 1.465, H45 1.011
25 N 0.9253 -1.4039 -4.0481  C6 1.335, C31 1.472, H46 1.011
26 N 1.9089 1.9651 -4.7180  C9 1.383, C10 1.347, H47 1.017
27 C -0.4093 -1.8965 -6.0153  C6 1.510, H48 1.089, H49 1.090, H50 1.090
28 C -2.9775 -0.3332 4.1661  C21 1.521, C22 1.522, H51 1.090, H52 1.095
29 C 4.8808 -1.8915 -3.0602  N24 1.465, H53 1.093, H54 1.092, H55 1.092
30 C 1.5975 0.4946 -2.6188  C9 1.513, C31 1.543, H56 1.092, H57 1.092
31 C 2.0345 -0.8374 -3.2636  C7 1.539, N25 1.472, C30 1.543, H58 1.087
32 H -0.8810 -3.0125 6.0506  O4 0.969
33 H -0.6928 2.3090 -2.7657  C8 1.085
34 H 1.4854 3.3903 -6.2928  C10 1.088
35 H -2.7429 3.8551 7.6092  C11 1.086
36 H 0.8665 -0.6121 0.3626  C12 1.083
37 H -4.6655 2.2852 7.6376  C13 1.086
38 H -0.8695 3.4864 6.0233  C14 1.086
39 H -0.9068 1.1404 0.2967  C15 1.085
40 H 0.9096 -2.2592 2.1606  C16 1.088
41 H -4.7310 0.3729 6.0748  C17 1.086
42 H -0.9082 1.5859 4.4691  C18 1.085
43 H -2.6220 1.2040 2.0635  C19 1.087
44 H -0.6103 3.8870 -4.8676  N23 1.017
45 H 4.0048 -2.8447 -1.3702  N24 1.011
46 H 0.2753 -2.0137 -3.5699  N25 1.011
47 H 2.6548 1.4190 -5.1407  N26 1.017
48 H -1.3265 -1.6328 -5.4910  C27 1.089
49 H -0.4768 -1.5736 -7.0542  C27 1.090
50 H -0.2639 -2.9759 -5.9825  C27 1.090
51 H -3.1295 -1.2556 4.7274  C28 1.090
52 H -3.9020 -0.1850 3.5990  C28 1.095
53 H 5.7778 -2.4519 -2.7859  C29 1.093
54 H 4.6063 -2.1662 -4.0814  C29 1.092
55 H 5.1128 -0.8258 -3.0164  C29 1.092
56 H 2.4167 0.8728 -2.0035  C30 1.092
57 H 0.7563 0.2983 -1.9507  C30 1.092
58 H 2.8677 -0.6367 -3.9329  C31 1.087

Its net charge is +1.

***

| no. | frontier orbital gap (eV) |
| --- | --- |
| 1 | 8.57 |
| 2 | 8.82 |
| 3 | 7.32 |